Entry from the OMol25 dataset: a single C4H4O molecule in a non-equilibrium geometry (wB97M-V/def2-TZVPD).

Properties
frontier orbital gap (spin up / spin down)	8.77 / 8.57	eV
calculated total energy	-229.78763	hartree
net charge	0

```
9
Properties=species:S:1:pos:R:3:forces:R:3:nbo_charge:R:1
C 1.0176 -1.0129 0.0223 -0.221 -1.966 -0.221 0.432
C 1.0383 1.0751 -0.0467 0.722 1.221 -0.284 0.395
C -0.2163 -1.3954 -0.0201 -1.752 1.922 0.627 -0.638
C -0.2039 1.3856 0.0267 -2.935 0.908 0.082 -0.627
O 1.8428 0.0129 0.0207 0.509 0.061 0.236 -0.473
H -0.6260 -2.3148 -0.2041 0.490 -3.080 -0.406 0.239
H -1.2046 -0.8823 0.1519 1.360 0.692 -0.105 0.213
H -0.5722 2.3583 -0.3332 0.664 -0.195 0.382 0.244
H -1.0755 0.7734 0.3824 1.164 0.437 -0.311 0.216
```
Positions in Å, forces in eV/Å.

Entry from the OMol25 dataset: a single C4H4O molecule in a non-equilibrium geometry (wB97M-V/def2-TZVPD).

Properties
frontier orbital gap	10.27	eV
calculated total energy	-229.91828	hartree
SMILES	O=C1[C@H]2C[C@@H]12
net charge	0

```
9
Properties=species:S:1:pos:R:3:forces:R:3:nbo_charge:R:1
O 2.4575 0.0190 -0.1033 0.617 -0.060 0.313 -0.481
C 1.2925 -0.0332 0.0158 -4.148 1.164 -0.862 0.616
C -0.0828 0.8916 0.1842 2.628 -2.224 -0.420 -0.324
C -0.9775 -0.0935 -0.5935 3.457 1.776 -0.755 -0.405
C 0.0599 -0.8000 0.2397 1.037 0.578 -0.221 -0.336
H -0.1607 1.1780 1.2079 -0.899 0.739 0.437 0.210
H -2.0265 -0.0065 -0.5563 -0.982 -0.599 0.927 0.251
H -0.6026 0.0455 -1.6260 -0.811 -0.699 0.411 0.228
H 0.0403 -1.2010 1.2315 -0.898 -0.675 0.170 0.240
```
Positions in Å, forces in eV/Å.

Entry from the OMol25 dataset: a single C4H4O molecule in a non-equilibrium geometry (wB97M-V/def2-TZVPD).

Properties
frontier orbital gap	9.67	eV
calculated total energy	-229.89784	hartree
SMILES	O=CC1C=C1
net charge	0

```
9
Properties=species:S:1:pos:R:3:forces:R:3:nbo_charge:R:1
O 2.4715 0.3630 0.3516 0.867 0.503 0.990 -0.521
C 1.5116 0.1256 -0.2881 -2.501 -1.944 0.680 0.416
C -0.0370 -0.3691 0.5667 2.434 1.240 -1.623 -0.317
C -1.3022 -0.5984 -0.3293 0.485 0.309 1.144 -0.184
C -1.1432 0.5450 0.2670 -0.609 0.928 -1.168 -0.192
H 1.6564 0.1028 -1.4171 -1.098 0.064 0.551 0.110
H 0.2182 -0.6128 1.6492 -0.431 -0.298 -1.586 0.217
H -1.9356 -1.1628 -1.0263 0.739 0.064 0.591 0.242
H -1.4398 1.6067 0.2263 0.116 -0.866 0.422 0.229
```
Positions in Å, forces in eV/Å.

Entry from the OMol25 dataset: a 2-piece molecular cluster, C4H4O overall in a non-equilibrium geometry (wB97M-V/def2-TZVPD).

Properties
frontier orbital gap	9.60	eV
calculated total energy	-229.86107	hartree
net charge	0

```
9
Properties=species:S:1:pos:R:3:forces:R:3:nbo_charge:R:1
C -1.9280 0.2658 0.0902 0.133 1.093 -0.534 0.159
C 1.9563 0.2862 0.1148 0.237 0.231 -0.017 0.711
C -2.0903 -0.8898 0.5641 1.075 -0.689 0.430 -0.770
C 1.2446 0.8755 -0.7514 -0.830 -0.066 -3.932 -0.800
O 2.6382 -0.2230 0.8691 1.408 -1.340 1.845 -0.452
H -2.7986 -1.5502 1.0104 -0.007 -0.384 0.064 0.281
H -0.9300 -1.0403 0.5339 -1.250 0.009 0.032 0.325
H 1.2869 0.5859 -1.8331 0.196 -0.061 1.294 0.271
H 0.6208 1.6899 -0.5980 -0.962 1.208 0.819 0.275
```
Positions in Å, forces in eV/Å.

Entry from the OMol25 dataset: C4H4O as an isolated structure in a non-equilibrium geometry (wB97M-V/def2-TZVPD).

Properties
frontier orbital gap	9.48	eV
calculated total energy	-229.93881	hartree
net charge	0

```
9
Properties=species:S:1:pos:R:3:forces:R:3:nbo_charge:R:1
C -0.3609 -0.8105 -0.0044 -0.676 0.169 -0.096 -0.721
C 1.2733 0.9092 0.1754 2.067 0.428 0.220 0.745
O 2.1733 0.1917 0.2574 -0.371 0.755 0.027 -0.445
C 0.2308 1.7443 0.0272 -0.150 -0.841 -0.078 -0.411
C -0.6676 0.7186 -0.1359 -0.085 -1.127 0.050 -0.057
H 0.2665 -1.2376 -0.8096 -0.392 0.473 0.107 0.237
H -1.3333 -1.2710 -0.0453 -0.239 -0.595 -0.041 0.226
H 0.1339 -1.1464 0.9271 -0.337 0.561 -0.275 0.233
H -1.7161 0.9017 -0.3919 0.182 0.178 0.085 0.193
```
Positions in Å, forces in eV/Å.

Entry from the OMol25 dataset: a single C4H4O molecule in a non-equilibrium geometry (wB97M-V/def2-TZVPD).

Properties
frontier orbital gap	10.49	eV
calculated total energy	-229.95278	hartree
SMILES	CC#CC=O
net charge	0

```
9
Properties=species:S:1:pos:R:3:forces:R:3:nbo_charge:R:1
C -0.0015 -0.9913 1.3382 0.096 -0.162 0.024 -0.711
C 0.2410 -0.3280 0.0941 0.732 -0.600 -0.266 0.151
C 0.5323 0.1010 -1.0028 -0.367 0.678 0.802 -0.185
C -0.0518 1.2858 -1.5923 -0.071 0.166 -1.528 0.374
O -1.1225 1.2235 -2.1403 -0.071 0.508 -0.058 -0.522
H -1.0617 -1.2191 1.4256 0.004 -0.062 0.274 0.249
H 0.3708 -0.3843 2.1614 -0.126 -0.188 0.186 0.245
H 0.5685 -1.9199 1.2622 -0.096 -0.118 0.378 0.264
H 0.5250 2.2323 -1.5461 -0.101 -0.222 0.187 0.134
```
Positions in Å, forces in eV/Å.

In the order shown, the computed relative energy (zero: lowest compared OMol25 entry of this formula, charge and spin) values come out to 6.539 2.984 3.540 4.541 2.426 2.045 eV.